{"formula": "C63H48NO15P", "method": "ωB97M-V with the def2-TZVPD basis set", "symbols": ["C", "O", "C", "C", "C", "C", "C", "O", "P", "O", "O", "O", "C", "O", "N", "O", "H", "H", "H", "H", "H", "H", "H", "H", "H", "H", "H", "H", "H", "H", "H", "H", "C", "C", "C", "C", "C", "C", "C", "O", "C", "C", "C", "C", "C", "C", "C", "O", "H", "H", "H", "H", "H", "H", "H", "H", "C", "C", "C", "C", "C", "C", "C", "O", "C", "C", "C", "C", "C", "C", "C", "O", "H", "H", "H", "H", "H", "H", "H", "H", "C", "C", "C", "C", "C", "C", "C", "O", "C", "C", "C", "C", "C", "C", "C", "O", "H", "H", "H", "H", "H", "H", "H", "H", "C", "C", "C", "C", "C", "C", "C", "O", "C", "C", "C", "C", "C", "C", "C", "O", "H", "H", "H", "H", "H", "H", "H", "H"], "coordinates": [[3.028029, -1.908416, -0.984200], [2.700864, -1.420510, -2.270155], [2.676212, -2.380081, -3.309557], [3.975364, -2.368993, -4.099894], [4.195134, -1.029962, -4.812413], [5.649684, -0.690001, -5.154349], [6.609857, -0.948882, -4.008920], [7.776424, -0.124071, -4.221702], [9.029671, -0.051194, -3.268742], [9.216289, 1.186462, -2.540230], [8.912969, -1.371143, -2.376870], [10.261880, -0.354994, -4.252925], [10.187968, -1.232297, -5.334820], [10.160048, -2.574775, -4.865609], [8.919872, -3.188759, -5.218152], [8.891629, -4.279850, -4.840000], [2.548287, -1.270688, -0.244450], [4.111172, -1.898623, -0.812583], [2.658290, -2.928885, -0.839709], [1.830304, -2.127508, -3.958072], [2.491013, -3.378230, -2.894360], [4.790309, -2.594438, -3.405555], [3.951011, -3.187395, -4.827323], [3.774047, -0.227629, -4.202646], [3.621169, -1.047512, -5.742945], [5.971944, -1.237984, -6.044360], [5.726222, 0.371761, -5.395308], [6.159761, -0.685266, -3.048500], [6.931835, -1.989799, -3.961530], [9.616549, -2.012044, -2.536952], [9.291876, -1.053246, -5.932867], [11.096607, -1.095086, -5.914695], [-1.027192, -1.150067, 5.795575], [0.276346, -1.230815, 5.318454], [0.518730, -1.664800, 4.025856], [-0.543722, -2.028518, 3.206936], [-1.853065, -1.947852, 3.685318], [-2.089846, -1.504496, 4.981373], [-3.013977, -2.325007, 2.828606], [-4.151491, -2.241191, 3.242584], [-2.725611, -2.827682, 1.455269], [-3.786348, -3.195935, 0.635094], [-3.539164, -3.660016, -0.645598], [-2.232064, -3.769769, -1.108764], [-1.172197, -3.408269, -0.294747], [-1.416139, -2.923929, 0.985488], [-0.262846, -2.477263, 1.815950], [0.855408, -2.434698, 1.346184], [-1.214681, -0.806036, 6.804288], [1.104144, -0.952189, 5.957322], [1.524219, -1.729922, 3.632578], [-3.110285, -1.440239, 5.333198], [-4.794251, -3.103778, 1.016711], [-4.364556, -3.941429, -1.286281], [-2.043378, -4.137598, -2.109139], [-0.149990, -3.488238, -0.640979], [-4.894348, 2.754276, -6.374174], [-5.040299, 3.926972, -5.639410], [-4.434080, 4.051893, -4.401032], [-3.677362, 3.003461, -3.890212], [-3.535833, 1.825534, -4.623595], [-4.145310, 1.705916, -5.868028], [-2.733136, 0.680388, -4.099492], [-2.611744, -0.342821, -4.739005], [-2.085229, 0.847182, -2.768271], [-1.327782, -0.198721, -2.255584], [-0.707257, -0.063959, -1.026228], [-0.835213, 1.116066, -0.302285], [-1.583735, 2.164747, -0.809472], [-2.212411, 2.033404, -2.042275], [-3.003896, 3.179390, -2.569441], [-3.085354, 4.225980, -1.963714], [-5.366713, 2.661048, -7.343414], [-5.628529, 4.744165, -6.036570], [-4.528194, 4.958328, -3.817933], [-4.017263, 0.785150, -6.420847], [-1.236508, -1.107401, -2.835337], [-0.109811, -0.873446, -0.627441], [-0.343349, 1.217451, 0.656893], [-1.690349, 3.095998, -0.269872], [-6.744095, -3.459662, 12.652545], [-6.746759, -2.150675, 12.182404], [-6.438976, -1.886910, 10.858821], [-6.123691, -2.931987, 9.997842], [-6.116363, -4.244609, 10.470550], [-6.429766, -4.503949, 11.799964], [-5.767912, -5.388132, 9.576942], [-5.772384, -6.528896, 9.986725], [-5.412457, -5.072453, 8.163572], [-5.050938, -6.112374, 7.314471], [-4.717214, -5.845380, 5.997190], [-4.753777, -4.540118, 5.518874], [-5.119195, -3.501838, 6.358033], [-5.441083, -3.761250, 7.685060], [-5.802064, -2.620026, 8.574366], [-5.825949, -1.480812, 8.160330], [-6.987841, -3.663186, 13.687161], [-6.990455, -1.336042, 12.851917], [-6.438823, -0.877735, 10.469777], [-6.419874, -5.529451, 12.143443], [-5.035460, -7.119748, 7.707919], [-4.427208, -6.654960, 5.339841], [-4.499836, -4.321355, 4.490815], [-5.160047, -2.483707, 5.994949], [5.233315, 6.386337, -1.042345], [5.185880, 7.742735, -1.346330], [4.130069, 8.254798, -2.080903], [3.116078, 7.411090, -2.519952], [3.165415, 6.049814, -2.217317], [4.225693, 5.541683, -1.475456], [2.100438, 5.115130, -2.683328], [2.130384, 3.936010, -2.404387], [0.998541, 5.687041, -3.510347], [0.013729, 4.834365, -3.993150], [-1.026067, 5.340300, -4.753273], [-1.094183, 6.700667, -5.031332], [-0.112224, 7.554360, -4.557479], [0.938572, 7.051097, -3.798133], [1.987643, 7.990523, -3.306270], [1.928416, 9.178725, -3.538998], [6.059935, 5.988857, -0.468021], [5.976669, 8.400121, -1.009016], [4.071162, 9.306448, -2.326459], [4.242583, 4.483246, -1.253501], [0.080748, 3.779805, -3.757386], [-1.791137, 4.671368, -5.126001], [-1.915752, 7.093394, -5.616509], [-0.140367, 8.616121, -4.761756]], "forces_ev_per_a": [[0.163, -0.072, -0.084], [-0.359, 0.056, 0.057], [0.064, 0.007, 0.061], [0.055, -0.070, -0.069], [-0.022, -0.045, -0.057], [-0.036, -0.030, -0.017], [-0.033, 0.024, 0.067], [0.045, -0.007, -0.146], [0.025, -0.275, -0.061], [-0.011, 0.122, 0.132], [-0.005, -0.012, 0.020], [0.060, 0.235, 0.036], [-0.105, -0.039, -0.036], [-0.021, 0.008, -0.140], [0.128, 0.215, -0.018], [-0.104, -0.314, 0.079], [0.037, 0.033, -0.042], [-0.019, -0.036, -0.015], [-0.009, 0.033, 0.025], [0.058, 0.029, -0.007], [-0.010, 0.008, -0.027], [-0.029, 0.025, 0.010], [0.064, 0.003, 0.021], [0.074, -0.050, 0.099], [-0.041, 0.119, 0.043], [0.082, -0.037, 0.064], [-0.070, -0.011, -0.046], [-0.002, 0.061, -0.030], [-0.082, 0.035, 0.030], [0.003, 0.047, 0.016], [0.060, -0.004, -0.010], [0.002, -0.028, 0.043], [-0.018, 0.001, -0.005], [0.012, -0.007, -0.015], [-0.001, -0.004, 0.026], [0.023, -0.019, -0.006], [-0.021, 0.000, -0.001], [0.014, 0.010, 0.010], [0.057, -0.001, 0.033], [-0.016, -0.012, -0.014], [-0.030, 0.043, 0.008], [0.003, 0.008, -0.031], [-0.007, -0.005, 0.022], [0.022, -0.032, 0.008], [-0.084, -0.035, -0.055], [0.027, -0.072, 0.009], [-0.121, 0.154, -0.097], [0.083, -0.069, 0.095], [0.000, -0.004, -0.002], [-0.004, 0.002, -0.001], [-0.005, -0.001, -0.003], [0.009, 0.004, -0.003], [0.006, 0.002, 0.003], [0.004, 0.010, -0.004], [-0.002, 0.002, 0.003], [0.006, 0.038, 0.021], [0.018, -0.016, 0.002], [-0.003, 0.001, 0.021], [-0.048, 0.026, -0.055], [0.007, -0.012, 0.020], [0.009, -0.020, -0.004], [-0.016, 0.023, -0.017], [0.019, 0.041, 0.016], [-0.019, -0.018, -0.001], [0.015, -0.020, -0.026], [-0.005, -0.020, 0.029], [0.077, -0.010, 0.055], [-0.028, 0.023, -0.019], [0.009, -0.017, 0.012], [-0.008, 0.041, 0.009], [0.039, 0.018, -0.009], [-0.038, -0.008, 0.021], [-0.001, 0.002, 0.004], [0.000, -0.005, -0.001], [0.016, -0.016, 0.021], [0.000, 0.000, 0.008], [0.006, 0.006, -0.001], [0.037, 0.010, -0.043], [0.012, 0.002, -0.010], [-0.004, -0.002, -0.005], [0.003, -0.021, -0.007], [0.005, 0.013, -0.016], [-0.017, 0.000, 0.022], [-0.013, 0.020, -0.019], [0.017, -0.022, 0.006], [-0.008, 0.014, 0.020], [-0.006, 0.039, -0.017], [0.007, -0.004, 0.004], [-0.001, -0.023, 0.012], [0.011, 0.002, -0.021], [0.003, 0.000, 0.041], [0.003, 0.004, -0.018], [0.017, -0.001, -0.019], [-0.001, 0.027, -0.003], [0.004, -0.046, 0.018], [0.021, 0.011, 0.000], [0.003, 0.003, -0.003], [-0.003, -0.004, -0.002], [0.001, -0.006, -0.003], [0.004, 0.003, -0.005], [-0.003, 0.005, 0.003], [-0.012, 0.002, -0.002], [-0.025, -0.024, -0.009], [-0.016, -0.010, 0.000], [-0.008, -0.018, 0.004], [-0.012, 0.014, -0.011], [0.018, -0.004, 0.018], [-0.018, 0.027, 0.002], [-0.002, -0.029, -0.011], [0.022, 0.011, 0.008], [0.009, 0.047, -0.007], [-0.005, -0.012, 0.003], [0.002, -0.023, 0.014], [-0.040, -0.014, -0.005], [-0.017, -0.069, -0.009], [0.050, 0.026, 0.025], [-0.031, -0.011, 0.004], [0.006, 0.023, -0.006], [0.009, -0.043, 0.013], [0.000, 0.005, -0.010], [0.001, 0.001, -0.009], [-0.003, -0.004, 0.002], [-0.005, -0.005, -0.001], [0.000, 0.004, -0.006], [0.003, 0.002, 0.005], [-0.001, 0.028, -0.024], [0.009, -0.005, -0.010], [0.006, -0.004, 0.003]], "smiles": "COCCCCCO[P@@](=O)(O)OCON=O.O=C1c2ccccc2C(=O)c2ccccc21.O=C1c2ccccc2C(=O)c2ccccc21.O=C1c2ccccc2C(=O)c2ccccc21.O=C1c2ccccc2C(=O)c2ccccc21", "spin_multiplicity": 1}

{"formula": "CH3NOS2", "method": "ωB97M-V with the def2-TZVPD basis set", "symbols": ["C", "N", "O", "S", "S", "H", "H", "H"], "coordinates": [[1.560986, -0.416387, -0.450836], [-1.698334, 0.257215, 1.564831], [-3.166161, -1.698233, 2.210541], [1.418223, 0.661857, 0.659159], [-3.058228, -0.378580, 1.658939], [-0.823265, -0.095864, 2.025793], [0.605944, -0.907923, -0.917973], [2.642243, -0.798258, -0.844526]], "forces_ev_per_a": [[1.131, -4.920, -4.964], [0.334, 0.285, 0.607], [-0.391, -0.657, 0.462], [-0.263, 3.139, 3.139], [1.216, 0.385, -0.415], [-1.209, -0.050, -0.619], [2.011, 0.906, 0.803], [-2.828, 0.913, 0.987]], "s_squared": 2.01, "relative_energy_ev": 1.544, "spin_multiplicity": 3}

no.,total energy (Ha)
1,-3954.36278
2,-966.10945